# 1
54
Properties=species:S:1:pos:R:3:lowdin_spin:R:1 method="wB97M-V/def2-TZVPD" s_squared=4.2455 e_lumo_ev="-4.832 / -3.798" multiplicity=4 total_charge=+1 homo_energy_ev="-10.83 / -10.83" orbital_gap_ev="5.997 / 7.032"
C -3.22 0.05 -2.34 -0.2761
C -4.36 -0.41 -1.40 -0.0229
C -3.65 1.34 -3.12 -0.0141
C -3.13 -1.05 -3.41 -0.0214
H -4.34 1.11 -3.98 -0.0074
H -2.77 1.82 -3.59 -0.0011
H -4.16 2.08 -2.51 0.0000
H -5.20 -0.90 -1.94 -0.0096
H -4.81 0.37 -0.78 0.0003
H -3.97 -1.17 -0.69 -0.0018
H -4.10 -1.22 -3.92 -0.0096
H -2.85 -2.02 -2.97 -0.0009
H -2.41 -0.84 -4.22 -0.0002
C -0.58 1.91 0.66 0.0646
C -1.38 2.65 -0.25 -0.0800
C -2.71 2.10 -0.22 0.0131
H -1.11 3.60 -0.73 -0.0008
C -2.65 0.91 0.62 -0.0249
C -1.33 0.81 1.14 0.0003
H -1.01 0.11 1.92 0.0015
H 0.39 2.21 1.05 0.0025
H -3.59 2.60 -0.63 0.0032
H -3.48 0.29 0.96 0.0016
C 0.39 -0.76 -1.20 -0.0204
C 0.96 0.52 -1.04 0.0842
C 0.42 1.40 -2.04 -0.0756
H 1.80 0.71 -0.36 0.0034
C -0.39 0.61 -2.94 -0.0071
C -0.41 -0.76 -2.38 -0.0213
H -0.82 -1.67 -2.83 0.0022
H 0.70 -1.66 -0.65 0.0005
H 0.72 2.43 -2.20 -0.0008
H -0.82 0.97 -3.87 0.0035
Mn -1.45 0.64 -1.15 3.4132
C 1.66 0.73 3.75 0.0002
N 2.78 -0.05 3.22 0.0001
C 4.08 0.62 3.14 0.0000
C 2.52 -1.12 2.38 0.0000
S 0.96 -1.72 2.14 0.0004
N 3.67 -1.71 1.83 0.0000
C 4.49 -2.40 2.85 0.0000
C 3.48 -2.50 0.59 0.0004
H 1.96 1.32 4.62 0.0000
H 0.88 0.01 4.04 0.0000
H 1.24 1.42 2.99 0.0002
H 4.68 0.39 4.03 0.0000
H 4.60 0.26 2.23 0.0000
H 3.93 1.70 3.08 0.0000
H 4.20 -3.46 2.97 0.0000
H 5.55 -2.35 2.57 0.0000
H 4.34 -1.88 3.81 0.0000
H 2.82 -3.36 0.74 0.0000
H 3.05 -1.85 -0.18 0.0004
H 4.46 -2.85 0.24 0.0000

---

# 2
82
Properties=species:S:1:pos:R:3:lowdin_spin:R:1 method="wB97M-V/def2-TZVPD" s_squared=0.7555 e_lumo_ev="-2.923 / -4.622" multiplicity=2 total_charge=+1 homo_energy_ev="-10.04 / -10.07" orbital_gap_ev="7.114 / 5.452" relative_energy_kj_mol=64.1
Cu 1.88 0.15 0.02 0.0232
I 5.04 2.51 6.36 0.0042
C 3.86 2.23 4.67 0.0143
C 3.59 3.30 3.83 -0.0037
C 2.82 3.07 2.69 0.0193
I 2.42 4.67 1.43 0.1083
C 2.27 1.81 2.35 0.0017
O 1.49 1.65 1.28 0.1917
C 2.62 0.74 3.22 0.0136
C 2.24 -0.69 2.89 0.0012
N 2.82 -1.09 1.58 0.0029
C 4.28 -0.97 1.49 0.0003
C 4.74 -0.39 0.16 0.0002
C 6.06 -0.54 -0.24 0.0001
C 6.49 0.09 -1.39 -0.0001
C 5.60 0.88 -2.10 0.0001
C 4.29 0.96 -1.65 0.0001
N 3.87 0.33 -0.55 0.0025
C 3.38 0.97 4.35 -0.0014
H 3.97 4.29 4.05 0.0002
H 1.15 -0.77 2.82 0.0004
H 2.58 -1.34 3.70 0.0000
H 2.54 -2.04 1.36 0.0000
H 4.79 -1.91 1.68 0.0001
H 4.61 -0.27 2.26 0.0000
H 6.74 -1.15 0.35 0.0000
H 7.52 -0.01 -1.73 0.0000
H 5.90 1.42 -2.99 0.0000
H 3.56 1.57 -2.17 0.0000
H 3.61 0.13 5.01 -0.0002
C -1.89 4.41 0.95 0.0938
As -0.59 3.12 1.60 0.3831
C -0.65 3.47 3.49 0.0455
C -1.53 1.42 1.42 0.0399
C -2.98 1.44 1.79 0.0099
C -3.96 1.70 0.83 0.0065
C -5.30 1.59 1.14 -0.0002
C -5.70 1.23 2.43 0.0077
C -4.73 0.99 3.40 -0.0003
C -3.39 1.10 3.08 0.0075
H -2.81 4.31 1.52 0.0143
H -2.09 4.25 -0.11 -0.0001
H -1.48 5.42 1.07 -0.0002
H -1.69 3.47 3.83 0.0104
H -0.21 4.45 3.68 0.0000
H -0.08 2.72 4.03 0.0001
H -0.96 0.74 2.05 -0.0006
H -1.39 1.14 0.39 0.0014
H -3.66 1.97 -0.18 0.0005
H -6.05 1.77 0.38 -0.0002
H -6.75 1.12 2.66 0.0004
H -5.03 0.69 4.40 -0.0002
H -2.63 0.89 3.84 0.0007
C -1.79 -4.74 -6.14 0.0000
C -2.43 -3.39 -6.44 0.0000
S -3.30 -2.71 -5.06 0.0000
O -3.35 -1.27 -5.24 0.0000
O -4.52 -3.43 -4.84 0.0000
C -2.23 -3.00 -3.63 0.0000
C -2.60 -1.97 -2.55 0.0000
N -1.52 -1.80 -1.56 0.0002
C -0.47 -0.96 -1.70 0.0001
N 0.30 -0.98 -0.62 0.0004
C -0.27 -1.87 0.25 0.0002
C -1.38 -2.38 -0.31 0.0000
N -2.26 -3.37 0.27 0.0000
O -2.04 -3.66 1.43 0.0000
O -3.13 -3.86 -0.43 0.0000
C -0.21 -0.14 -2.91 0.0000
H -1.46 -5.20 -7.07 0.0000
H -2.51 -5.42 -5.68 0.0000
H -0.93 -4.65 -5.49 0.0000
H -3.22 -3.47 -7.20 0.0000
H -1.72 -2.62 -6.75 0.0000
H -1.20 -2.89 -3.97 0.0000
H -2.43 -4.02 -3.29 0.0000
H -3.50 -2.27 -2.05 0.0000
H -2.77 -1.01 -3.03 0.0000
H 0.13 -2.10 1.23 0.0000
H -1.12 0.16 -3.41 0.0000
H 0.41 -0.69 -3.62 0.0000
H 0.35 0.75 -2.61 0.0001

---

Copy entry 2 word for word.
82
Properties=species:S:1:pos:R:3:lowdin_spin:R:1 method="wB97M-V/def2-TZVPD" s_squared=0.7555 e_lumo_ev="-2.923 / -4.622" multiplicity=2 total_charge=+1 homo_energy_ev="-10.04 / -10.07" orbital_gap_ev="7.114 / 5.452" relative_energy_kj_mol=64.1
Cu 1.88 0.15 0.02 0.0232
I 5.04 2.51 6.36 0.0042
C 3.86 2.23 4.67 0.0143
C 3.59 3.30 3.83 -0.0037
C 2.82 3.07 2.69 0.0193
I 2.42 4.67 1.43 0.1083
C 2.27 1.81 2.35 0.0017
O 1.49 1.65 1.28 0.1917
C 2.62 0.74 3.22 0.0136
C 2.24 -0.69 2.89 0.0012
N 2.82 -1.09 1.58 0.0029
C 4.28 -0.97 1.49 0.0003
C 4.74 -0.39 0.16 0.0002
C 6.06 -0.54 -0.24 0.0001
C 6.49 0.09 -1.39 -0.0001
C 5.60 0.88 -2.10 0.0001
C 4.29 0.96 -1.65 0.0001
N 3.87 0.33 -0.55 0.0025
C 3.38 0.97 4.35 -0.0014
H 3.97 4.29 4.05 0.0002
H 1.15 -0.77 2.82 0.0004
H 2.58 -1.34 3.70 0.0000
H 2.54 -2.04 1.36 0.0000
H 4.79 -1.91 1.68 0.0001
H 4.61 -0.27 2.26 0.0000
H 6.74 -1.15 0.35 0.0000
H 7.52 -0.01 -1.73 0.0000
H 5.90 1.42 -2.99 0.0000
H 3.56 1.57 -2.17 0.0000
H 3.61 0.13 5.01 -0.0002
C -1.89 4.41 0.95 0.0938
As -0.59 3.12 1.60 0.3831
C -0.65 3.47 3.49 0.0455
C -1.53 1.42 1.42 0.0399
C -2.98 1.44 1.79 0.0099
C -3.96 1.70 0.83 0.0065
C -5.30 1.59 1.14 -0.0002
C -5.70 1.23 2.43 0.0077
C -4.73 0.99 3.40 -0.0003
C -3.39 1.10 3.08 0.0075
H -2.81 4.31 1.52 0.0143
H -2.09 4.25 -0.11 -0.0001
H -1.48 5.42 1.07 -0.0002
H -1.69 3.47 3.83 0.0104
H -0.21 4.45 3.68 0.0000
H -0.08 2.72 4.03 0.0001
H -0.96 0.74 2.05 -0.0006
H -1.39 1.14 0.39 0.0014
H -3.66 1.97 -0.18 0.0005
H -6.05 1.77 0.38 -0.0002
H -6.75 1.12 2.66 0.0004
H -5.03 0.69 4.40 -0.0002
H -2.63 0.89 3.84 0.0007
C -1.79 -4.74 -6.14 0.0000
C -2.43 -3.39 -6.44 0.0000
S -3.30 -2.71 -5.06 0.0000
O -3.35 -1.27 -5.24 0.0000
O -4.52 -3.43 -4.84 0.0000
C -2.23 -3.00 -3.63 0.0000
C -2.60 -1.97 -2.55 0.0000
N -1.52 -1.80 -1.56 0.0002
C -0.47 -0.96 -1.70 0.0001
N 0.30 -0.98 -0.62 0.0004
C -0.27 -1.87 0.25 0.0002
C -1.38 -2.38 -0.31 0.0000
N -2.26 -3.37 0.27 0.0000
O -2.04 -3.66 1.43 0.0000
O -3.13 -3.86 -0.43 0.0000
C -0.21 -0.14 -2.91 0.0000
H -1.46 -5.20 -7.07 0.0000
H -2.51 -5.42 -5.68 0.0000
H -0.93 -4.65 -5.49 0.0000
H -3.22 -3.47 -7.20 0.0000
H -1.72 -2.62 -6.75 0.0000
H -1.20 -2.89 -3.97 0.0000
H -2.43 -4.02 -3.29 0.0000
H -3.50 -2.27 -2.05 0.0000
H -2.77 -1.01 -3.03 0.0000
H 0.13 -2.10 1.23 0.0000
H -1.12 0.16 -3.41 0.0000
H 0.41 -0.69 -3.62 0.0000
H 0.35 0.75 -2.61 0.0001